Computed, not measured: a structure of composition C6H11ClN3O, with ωB97M-V/def2-TZVPD.

Each line ends with the natural charge from an NBO analysis.
Geometry (Å):
C: -0.7782 0.1923 -0.8211  0.3554
C: -0.1940 1.3405 1.0785  0.0339
C: 1.0757 0.8711 1.1160  -0.1019
C: -2.1740 -1.3948 0.1748  0.4073
C: 1.4631 0.0763 -0.1026  0.0787
C: 2.9184 0.4297 -0.3341  -0.6264
N: 0.5953 0.3619 -1.1824  -0.6219
N: -0.9605 -1.0519 -0.1940  -0.6023
N: -3.2731 -0.6920 0.0527  -0.7210
O: -1.1041 1.2705 0.0825  -0.4441
Cl: 1.6421 -1.7396 0.3184  -0.0866
H: -1.5740 0.3544 -1.6671  0.2194
H: -0.5967 1.9429 1.9196  0.1936
H: 1.7087 1.1022 1.9737  0.2435
H: -2.2236 -2.4068 0.6420  0.2349
H: 3.0650 1.4488 -0.8705  0.2423
H: 3.4132 -0.1908 -0.9681  0.2242
H: 3.5061 0.5781 0.6450  0.2474
H: 0.9417 -0.1415 -1.9984  0.4113
H: -0.0885 -1.6450 0.1040  0.4248
H: -4.2210 -0.9832 0.3194  0.4559
H: -3.1416 0.2771 -0.2885  0.4315

Cartesian forces (eV/Å) of the 3 atoms listed first:
-0.855 1.901 -1.967
-7.650 4.229 3.382
5.081 -3.145 -2.269

Its HOMO-LUMO gap (alpha / beta) is 5.58 / 8.40 eV. The HOMO energy (alpha / beta) is -8.927 / -14.305 eV. Its energy above the lowest of the compared OMol25 structures with the same formula, charge and spin is 0.0000 eV. As for the total charge: +1. Its expectation value of S² is 2.007. The spin multiplicity is 3.